(1)
90
Properties=species:S:1:pos:R:3:lowdin_spin:R:1 method="wB97M-V/def2-TZVPD" e_homo_ev="-6.77 / -7.20" energy_ev=-194050.42337 e_above_lowest_ev=0.000 gap_ev="6.741 / 6.617" s2=0.75 largest_force_ev_per_a=0.83 multiplicity=2
Rh -0.71 -0.77 1.39 0.00
Cl 3.56 4.90 -1.39 0.00
C 3.33 3.29 -0.82 0.00
C 4.29 2.69 0.00 0.00
Cl 5.70 3.56 0.46 0.00
C 4.09 1.38 0.45 0.00
Cl 5.24 0.59 1.47 0.00
C 2.96 0.68 0.08 0.00
O 2.71 -0.58 0.47 0.04
C 1.99 1.28 -0.74 0.00
O 0.93 0.54 -1.04 0.02
C 2.18 2.58 -1.19 0.00
Cl 0.99 3.27 -2.22 0.00
N -4.71 -1.79 0.37 0.00
C -3.65 -1.08 0.83 0.00
N -2.50 -1.60 0.47 0.00
C -2.82 -2.74 -0.25 0.00
C -2.00 -3.70 -0.83 0.00
C -2.59 -4.74 -1.51 0.00
C -3.99 -4.84 -1.61 0.00
C -4.83 -3.91 -1.02 0.00
C -4.21 -2.86 -0.34 0.00
H -5.67 -1.56 0.53 0.00
H -3.75 -0.18 1.42 0.00
H -0.92 -3.62 -0.73 0.00
H -1.98 -5.50 -1.98 0.00
H -4.42 -5.67 -2.15 0.00
H -5.90 -3.99 -1.09 0.00
C 3.93 -3.03 2.21 0.08
Si 3.47 -3.40 0.43 0.45
C 4.80 -2.80 -0.74 0.07
C 3.25 -5.26 0.18 0.08
Ge 1.04 -1.18 -0.16 0.10
Si -0.42 -2.65 2.67 0.00
C 0.77 -2.43 4.11 0.00
C -2.14 -2.96 3.40 0.00
C 0.01 -4.28 1.84 0.02
Si 1.21 -1.97 -2.43 0.04
C -0.34 -1.29 -3.25 0.01
C 1.34 -3.82 -2.78 0.00
C 2.68 -1.11 -3.22 0.00
H 5.02 -3.10 2.31 0.01
H 3.47 -3.74 2.90 0.00
H 3.64 -2.02 2.49 0.00
H 5.77 -3.03 -0.29 0.01
H 4.76 -1.72 -0.90 0.00
H 4.76 -3.31 -1.71 0.00
H 4.23 -5.70 -0.03 0.01
H 2.59 -5.50 -0.65 0.00
H 2.85 -5.74 1.07 0.00
H 0.38 -1.70 4.83 0.00
H 1.75 -2.09 3.78 0.00
H 0.91 -3.38 4.63 0.00
H -2.56 -2.07 3.88 0.00
H -2.06 -3.74 4.16 0.00
H -2.84 -3.31 2.64 0.00
H 1.02 -4.26 1.41 0.02
H -0.69 -4.54 1.04 0.00
H -0.02 -5.08 2.58 0.00
H -1.26 -1.67 -2.80 0.00
H -0.36 -1.57 -4.31 0.00
H -0.31 -0.20 -3.19 0.00
H 0.67 -4.42 -2.17 0.00
H 2.36 -4.18 -2.59 0.00
H 1.11 -4.01 -3.83 0.00
H 2.59 -0.03 -3.14 0.00
H 2.70 -1.38 -4.28 0.00
H 3.63 -1.42 -2.78 0.00
N -2.79 0.65 -2.01 0.00
C -3.03 1.57 -1.03 0.00
S -1.90 1.81 0.16 0.00
N -4.24 2.18 -1.17 0.00
C -4.96 3.10 -0.37 0.00
C -4.50 3.71 0.79 0.00
C -5.33 4.59 1.47 0.00
C -6.60 4.88 1.02 0.00
C -7.06 4.28 -0.15 0.00
C -6.25 3.40 -0.83 0.00
H -1.84 0.32 -2.06 0.00
H -3.27 0.72 -2.90 0.00
H -4.77 1.88 -1.97 0.00
H -3.51 3.50 1.16 0.00
H -4.96 5.06 2.38 0.00
H -7.23 5.58 1.56 0.00
H -8.05 4.50 -0.52 0.00
H -6.61 2.94 -1.75 0.00
I -1.17 0.85 3.64 0.00
C 0.59 0.32 2.39 0.00
H 1.37 0.01 3.07 0.00
H 0.85 1.26 1.89 0.00

(2)
84
Properties=species:S:1:pos:R:3:mulliken_charge:R:1 method="wB97M-V/def2-TZVPD" e_homo_ev=-3.05 energy_ev=-68218.21580 gap_ev=5.716 largest_force_ev_per_a=0.56 total_charge=-1
Pd -0.22 -0.48 -1.70 -2.04
C 4.81 -1.15 -1.24 -1.45
C 3.46 -0.77 -1.85 0.31
C 3.52 0.52 -2.66 -1.19
P 1.93 -0.83 -0.80 1.43
C 2.16 -2.49 0.03 0.33
C 0.87 -3.31 0.10 -1.34
C 2.81 -2.46 1.41 -1.47
C 2.22 0.37 0.57 2.00
C 3.31 1.23 0.71 -0.01
C 3.42 2.16 1.74 0.02
C 4.62 3.05 1.87 -1.99
C 2.38 2.20 2.67 -0.86
C 1.27 1.37 2.57 -0.66
C 1.15 0.45 1.50 -2.14
N 0.08 -0.29 1.17 1.63
C -0.97 -0.70 1.90 -1.46
C -0.96 -0.86 3.31 -1.01
C -2.05 -1.36 3.99 -0.93
C -3.22 -1.74 3.32 0.31
C -4.43 -2.25 4.06 -1.61
C -3.21 -1.61 1.94 0.30
C -2.14 -1.12 1.20 0.57
P -2.22 -0.97 -0.65 1.50
C -3.01 -2.61 -1.14 0.87
C -4.53 -2.73 -1.14 -1.54
C -2.48 -3.04 -2.50 -1.43
C -3.61 0.24 -0.81 0.41
C -3.24 1.55 -0.11 -1.66
C -3.91 0.52 -2.28 -1.37
H 5.57 -1.19 -2.03 0.50
H 4.79 -2.12 -0.76 0.29
H 5.16 -0.43 -0.50 0.15
H 3.20 -1.57 -2.57 0.54
H 3.76 1.39 -2.04 0.10
H 2.57 0.72 -3.15 0.13
H 4.30 0.44 -3.43 0.53
H 2.84 -3.01 -0.66 0.91
H 0.20 -2.90 0.86 0.10
H 1.11 -4.34 0.36 0.57
H 0.31 -3.30 -0.84 0.12
H 2.15 -1.97 2.13 0.13
H 3.76 -1.93 1.42 0.31
H 2.98 -3.48 1.76 0.48
H 4.11 1.20 -0.02 -0.13
H 5.20 3.05 0.94 0.35
H 5.29 2.74 2.67 0.34
H 4.35 4.09 2.07 0.38
H 2.42 2.91 3.49 0.27
H 0.47 1.45 3.29 0.49
H -0.06 -0.60 3.85 0.43
H -1.99 -1.47 5.07 0.29
H -4.16 -2.59 5.07 0.38
H -4.90 -3.09 3.55 0.35
H -5.20 -1.48 4.18 0.27
H -4.11 -1.91 1.41 0.15
H -2.61 -3.30 -0.39 0.35
H -4.97 -2.12 -1.93 0.24
H -5.02 -2.45 -0.21 0.34
H -4.82 -3.76 -1.36 0.46
H -2.86 -2.40 -3.30 0.27
H -2.80 -4.07 -2.73 0.49
H -1.39 -2.99 -2.55 0.21
H -4.50 -0.17 -0.32 0.64
H -2.30 1.94 -0.51 0.13
H -3.11 1.42 0.97 0.24
H -4.01 2.30 -0.29 0.56
H -3.01 0.88 -2.79 0.08
H -4.68 1.29 -2.37 0.46
H -4.25 -0.36 -2.82 0.24
C 1.33 4.97 -2.17 -0.87
N 0.48 4.03 -2.88 -0.20
C 0.23 2.75 -2.52 0.56
S -0.16 1.58 -3.71 -0.47
N 0.26 2.39 -1.25 1.91
C 0.26 3.20 -0.04 -1.33
H 1.89 5.54 -2.90 0.37
H 2.05 4.45 -1.54 0.21
H 0.77 5.67 -1.54 0.27
H 0.37 4.17 -3.87 0.29
H 0.14 1.37 -1.15 -1.55
H -0.37 4.08 -0.16 0.62
H 1.26 3.49 0.28 0.25
H -0.16 2.58 0.75 0.29